17
Properties=species:S:1:pos:R:3:mulliken_charge:R:1 method="wB97M-V/def2-TZVPD" smiles=CCNCO.O charge=0 spin_multiplicity=1 de_lowest_ev=0.683
C -0.557 -0.424 -0.946 -0.04
N -0.306 0.445 0.227 -0.37
C 0.213 -0.261 1.363 -0.48
O -0.532 -1.415 1.758 -0.54
C -1.748 0.081 -1.767 -1.30
H -0.692 -1.496 -0.805 0.27
H 0.372 -0.323 -1.529 0.22
H -1.130 0.981 0.482 0.28
H 0.187 0.403 2.225 0.39
H 1.221 -0.613 1.177 0.26
H -1.455 -1.218 1.935 0.31
H -1.850 1.174 -1.811 0.36
H -2.617 -0.416 -1.380 0.33
H -1.580 -0.041 -2.847 0.36
H 2.492 2.180 -0.336 0.32
H 1.982 0.749 -0.570 0.31
O 2.793 1.269 -0.461 -0.67


22
Properties=species:S:1:pos:R:3:mulliken_charge:R:1 method="wB97M-V/def2-TZVPD" charge=+1 spin_multiplicity=1 de_lowest_ev=1.159
C -0.479 1.836 -3.647 -1.13
C -0.244 1.435 -2.192 -0.10
C -0.786 0.307 -1.687 -0.25
N -0.683 -0.098 -0.252 -0.21
H -1.075 1.107 -4.231 0.31
H -1.011 2.800 -3.633 0.32
H 0.470 1.999 -4.143 0.33
H 0.545 1.967 -1.682 0.34
H -1.364 -0.390 -2.255 0.36
H -0.200 0.642 0.299 0.31
H -1.602 -0.169 0.120 0.38
H -0.196 -1.011 -0.080 0.33
O 0.601 -2.389 0.408 -0.59
C 1.064 -2.174 1.522 0.15
C 1.197 -0.828 2.215 -0.50
C -0.027 -0.368 3.004 -1.03
H 1.241 -3.047 2.195 0.36
H 1.434 -0.048 1.465 0.31
H 2.023 -0.880 2.917 0.34
H -0.959 -0.432 2.448 0.31
H 0.161 0.686 3.262 0.30
H -0.110 -0.944 3.946 0.37


Repeat the first record exactly.
17
Properties=species:S:1:pos:R:3:mulliken_charge:R:1 method="wB97M-V/def2-TZVPD" smiles=CCNCO.O charge=0 spin_multiplicity=1 de_lowest_ev=0.683
C -0.557 -0.424 -0.946 -0.04
N -0.306 0.445 0.227 -0.37
C 0.213 -0.261 1.363 -0.48
O -0.532 -1.415 1.758 -0.54
C -1.748 0.081 -1.767 -1.30
H -0.692 -1.496 -0.805 0.27
H 0.372 -0.323 -1.529 0.22
H -1.130 0.981 0.482 0.28
H 0.187 0.403 2.225 0.39
H 1.221 -0.613 1.177 0.26
H -1.455 -1.218 1.935 0.31
H -1.850 1.174 -1.811 0.36
H -2.617 -0.416 -1.380 0.33
H -1.580 -0.041 -2.847 0.36
H 2.492 2.180 -0.336 0.32
H 1.982 0.749 -0.570 0.31
O 2.793 1.269 -0.461 -0.67